#A
DFT (ωB97M-V/def2-TZVPD) results for one molecule with the formula C4H5PS.

Computed properties:
Gap between HOMO and LUMO in Eh: 0.253
Multiplicity: 1

Last column: natural (NBO) charge in e.
Element x y z (Å)
C 0.8536 -0.1892 -0.1055  -0.4099
C -0.3475 0.3544 -0.4826  -0.1064
C 2.2001 -0.4559 -0.6127  -0.6225
C -1.3757 0.1853 0.5606  -0.6642
P 1.7142 -0.9764 1.1035  0.6524
S -0.5331 1.1363 -1.9768  0.0141
H 2.4449 -1.0472 -1.4410  0.2217
H 2.7358 0.4046 -0.4428  0.2006
H -1.0794 0.9307 1.4443  0.2396
H -1.2715 -0.7640 1.0412  0.2301
H -2.4934 0.3807 0.2945  0.2446

***

#B
DFT (ωB97M-V/def2-TZVPD) results for one molecule with the formula C4H5PS.

Computed properties:
Gap between HOMO and LUMO in Eh: 0.289
Multiplicity: 1

Last column: natural (NBO) charge in e.
Element x y z (Å)
C -0.0749 -1.2422 0.3707  -0.2155
C -1.3212 -0.6257 0.5068  -0.5101
C 0.9678 -0.0972 0.2469  -0.4181
C 0.2336 1.0811 -0.5066  -0.7156
P -1.4061 1.1659 0.3379  0.6868
S -2.7046 -0.4595 -0.4626  0.0517
H 0.2817 -2.3038 0.4971  0.2320
H 1.2602 0.3270 1.1584  0.2026
H 1.8370 -0.5554 -0.4228  0.2182
H 0.8433 1.9100 -0.2309  0.2324
H 0.0831 0.7997 -1.4948  0.2355

***

Which structure wins on stability? #B wins.

***

#A
DFT (ωB97M-V/def2-TZVPD) results for one molecule with the formula C2H5NO4S.

Computed properties:
Gap between HOMO and LUMO in Eh: 0.374
Multiplicity: 1

Last column: natural (NBO) charge in e.
Element x y z (Å)
C -0.4861 -1.3347 -1.1353  -0.9292
C 0.3744 1.9820 1.9133  -0.2080
N 0.1337 0.8586 1.2909  0.3464
O 0.3858 -0.3140 1.5429  -0.4385
O -0.8632 0.9569 0.1998  -0.5665
O 1.3878 0.5430 -0.8671  -0.8980
O -0.6385 0.9787 -2.2548  -0.9031
S -0.0039 0.3613 -1.1190  2.3258
H -1.3294 -1.5263 -0.3365  0.2805
H -1.0147 -1.4912 -2.1315  0.2676
H 0.2660 -2.1126 -0.9813  0.2715
H 0.9973 1.8731 2.7637  0.2194
H 0.1972 2.9544 1.4423  0.2321

***

#B
DFT (ωB97M-V/def2-TZVPD) results for a 2-piece molecular cluster, C2H5NO4S overall.

Computed properties:
Gap between HOMO and LUMO (alpha / beta) in Eh: 0.345 / 0.227
Multiplicity: 1

Last column: natural (NBO) charge in e.
Element x y z (Å)
C -0.0963 0.5954 -1.6529  0.4523
C 2.2516 -0.3709 0.7198  -0.8023
N -2.6912 -0.7639 -0.9982  -0.2727
O 0.6551 1.2005 -2.3167  -0.4867
O -0.4249 -0.0377 1.2634  -0.9298
O 1.0551 1.8943 0.6599  -0.8779
O -3.0539 -0.5413 0.2495  -0.5215
S 0.6662 0.5258 0.4444  1.8861
H 2.1626 -0.3615 1.7937  0.2552
H 2.3066 -1.4649 0.3913  0.2541
H 2.9284 0.2452 0.2286  0.2461
H -3.5125 -0.5658 -1.6247  0.2854
H -2.2468 -0.3552 0.8420  0.5118

***

Which structure wins on stability? #A wins.

***

#A
DFT (ωB97M-V/def2-TZVPD) results for one molecule with the formula C2H4Br2.

Computed properties:
Gap between HOMO and LUMO in Eh: 0.398
Multiplicity: 1

Last column: natural (NBO) charge in e.
Element x y z (Å)
Br 18.0136 -11.0772 -18.9159  -0.0132
C 19.1341 -11.6125 -20.4348  -0.4382
C 19.2151 -13.1229 -20.5829  -0.4650
Br 17.5083 -13.9502 -20.8959  0.0085
H 20.1184 -11.2000 -20.2444  0.2293
H 18.6926 -11.2068 -21.3399  0.2248
H 19.6605 -13.6130 -19.7197  0.2256
H 19.8445 -13.3787 -21.4342  0.2283

***

#B
DFT (ωB97M-V/def2-TZVPD) results for C2H4Br2 as an isolated structure.

Computed properties:
Gap between HOMO and LUMO in Eh: 0.388
Multiplicity: 1

Last column: natural (NBO) charge in e.
Element x y z (Å)
Br 0.5121 1.5569 -0.7533  0.0130
Br 1.6244 -1.4381 -0.7086  -0.0042
C 2.7250 0.6988 0.9309  -0.6648
C 1.3873 0.2069 0.4207  -0.2509
H 2.5707 1.5699 1.5321  0.2286
H 3.2753 -0.0953 1.4533  0.2332
H 3.3640 0.9656 0.1089  0.2268
H 0.7213 -0.0426 1.2448  0.2182

***

#C
DFT (ωB97M-V/def2-TZVPD) results for C2H4Br2 as an isolated structure.

Computed properties:
Gap between HOMO and LUMO in Eh: 0.317
Multiplicity: 1

Last column: natural (NBO) charge in e.
Element x y z (Å)
C -0.6702 0.1543 -0.5500  -0.7097
C 0.3375 0.1439 0.5657  -0.1738
Br 1.4990 1.5373 0.5393  0.1903
Br 1.5749 -1.9976 0.3173  -0.3141
H -1.5254 -0.4844 -0.3647  0.2408
H -1.1385 1.2267 -0.7231  0.2407
H -0.2276 -0.2666 -1.4055  0.2571
H 0.1502 -0.3136 1.6210  0.2688

***

#D
DFT (ωB97M-V/def2-TZVPD) results for one molecule with the formula C2H4Br2.

Computed properties:
Gap between HOMO and LUMO in Eh: 0.399
Multiplicity: 1

Last column: natural (NBO) charge in e.
Element x y z (Å)
Br -1.5991 -1.7366 -0.3687  -0.0698
C -0.6595 -0.0180 0.2568  -0.3888
C 0.7341 0.0479 -0.2981  -0.4391
Br 1.5439 1.6950 0.4670  -0.0144
H -0.6680 -0.0402 1.3466  0.2229
H -1.3500 0.7805 -0.0149  0.2279
H 0.6834 0.0971 -1.3858  0.2290
H 1.3153 -0.8257 -0.0028  0.2322

***

Which structure wins on stability? #A wins.

***

#A
DFT (ωB97M-V/def2-TZVPD) results for an isolated ion of composition C16H26NO and charge +1.

Computed properties:
Charge: +1
Gap between HOMO and LUMO in Eh: 0.363
Multiplicity: 1

Last column: natural (NBO) charge in e.
Element x y z (Å)
O 0.7714 -0.3169 2.7986  -0.7540
H 0.5408 -0.3592 3.7335  0.5102
C 0.3375 -1.5069 2.1450  0.0672
C -0.7705 -2.2060 2.9040  0.0018
C -0.4925 -2.6112 4.2074  -0.2515
C -1.4593 -3.2354 4.9733  -0.1735
C -2.7168 -3.4689 4.4424  -0.1899
C -2.9962 -3.0790 3.1447  -0.1868
C -2.0310 -2.4483 2.3761  -0.2395
H -2.2776 -2.1629 1.3658  0.2071
H -3.9714 -3.2643 2.7225  0.2276
H -3.4730 -3.9574 5.0360  0.2309
H -1.2276 -3.5432 5.9808  0.2286
H 0.4935 -2.4502 4.6224  0.2148
H 1.1997 -2.1948 2.0808  0.1784
C -0.0431 -1.0520 0.7278  -0.2465
N 1.0629 -0.1953 0.2404  -0.5093
H 1.8907 -0.7819 0.0845  0.4293
H 1.2764 0.4194 1.0483  0.4635
C 0.8101 0.6336 -0.9877  -0.0397
C 2.1536 1.1766 -1.4936  -0.4251
H 2.9677 0.6107 -1.0309  0.2063
C 2.3390 1.0492 -3.0107  -0.3845
C 1.4710 1.9494 -3.8920  -0.4104
H 1.8393 1.8250 -4.9112  0.2279
H 1.6303 2.9948 -3.6287  0.2039
C -0.0283 1.6264 -3.8742  -0.4072
H -0.1772 0.5815 -3.5985  0.1808
H -0.4176 1.7257 -4.8886  0.2298
C -0.8771 2.5473 -2.9912  -0.3999
H -1.8703 2.1068 -2.8825  0.2073
C -0.3211 2.8853 -1.6101  -0.3984
H -0.9970 3.6126 -1.1560  0.2321
H 0.6434 3.3783 -1.7123  0.2032
C -0.2169 1.7130 -0.6315  -0.4230
H 0.0494 2.1270 0.3459  0.2135
H -1.2080 1.2633 -0.5506  0.2153
H -1.0029 3.4952 -3.5174  0.2200
H 2.1758 0.0083 -3.3015  0.1966
H 3.3828 1.2831 -3.2278  0.2277
H 2.2849 2.2144 -1.1908  0.2259
H 0.3976 -0.0518 -1.7318  0.2186
H -0.9457 -0.4438 0.7820  0.2354
H -0.1963 -1.8971 0.0575  0.2354

***

#B
DFT (ωB97M-V/def2-TZVPD) results for a 2-piece molecular cluster, C16H26NO overall.

Computed properties:
Charge: +1
Gap between HOMO and LUMO in Eh: 0.192
Multiplicity: 1

Last column: natural (NBO) charge in e.
Element x y z (Å)
C 1.9812 -0.7561 0.8411  -0.7356
C 0.5365 -0.9003 0.5722  0.1677
C -0.0008 -1.5984 -0.5390  -0.2064
C -1.2702 -2.2740 -0.4274  0.1668
C -1.9368 -2.4587 0.9034  -0.6631
C -1.8793 -2.8172 -1.5488  -0.2588
C -1.2710 -2.7849 -2.8080  0.1802
C -1.9907 -3.3263 -4.0023  -0.6621
C 0.0163 -2.2476 -2.9049  -0.2617
C 0.6725 -1.6951 -1.8123  0.1694
C 2.0727 -1.2200 -2.0386  -0.6572
H 2.1252 -0.4591 1.8876  0.2849
H 2.5607 -1.6726 0.6451  0.2634
H 2.4123 0.0471 0.2275  0.2727
H -0.1091 -0.8171 1.4493  0.2380
H -2.9250 -2.9122 0.7592  0.2426
H -1.3614 -3.1310 1.5566  0.2452
H -2.0757 -1.5116 1.4357  0.2376
H -2.8579 -3.2937 -1.4484  0.2346
H -1.3811 -3.2157 -4.9039  0.2353
H -2.2314 -4.3895 -3.8721  0.2557
H -2.9408 -2.7979 -4.1573  0.2559
H 0.5244 -2.2688 -3.8732  0.2331
H 2.3263 -1.3443 -3.0988  0.2396
H 2.2050 -0.1588 -1.7990  0.2384
H 2.8110 -1.8018 -1.4708  0.2426
O 1.3201 1.0297 3.3842  -0.7562
C 0.9746 2.3988 3.3786  -0.0593
C 0.8421 2.8135 1.9195  -0.0526
C 0.1615 4.1831 1.7184  -0.4004
C -0.6167 4.0360 0.3999  -0.4062
C -0.7302 2.5133 0.1478  -0.2075
N 0.0812 1.8934 1.1390  -0.6427
H 1.4737 0.7463 4.2995  0.4853
H 0.0194 2.5519 3.9041  0.1664
H 1.7759 3.0086 3.8268  0.1760
H 1.8810 2.8870 1.5310  0.1574
H -0.5318 4.3675 2.5491  0.2080
H 0.9015 4.9888 1.6957  0.2263
H -1.6009 4.5045 0.4640  0.2238
H -0.0546 4.5071 -0.4121  0.2124
H -1.7855 2.2062 0.2434  0.1775
H -0.4261 2.2525 -0.8806  0.1683
H 0.3020 0.9175 1.1187  0.3647

***

Which structure wins on stability? #A wins.

***

#A
DFT (ωB97M-V/def2-TZVPD) results for a 2-piece molecular cluster, C7H10N4 overall.

Computed properties:
Gap between HOMO and LUMO in Eh: 0.323
Multiplicity: 1

Last column: natural (NBO) charge in e.
Element x y z (Å)
C -2.1035 -0.5217 -0.1602  0.5750
C 0.0317 -0.8570 0.0301  0.3305
C 1.3116 -1.7475 0.0719  -0.4549
C 2.5247 -0.5741 -0.0831  -0.3371
C 1.6554 0.8527 -0.2570  -0.4480
C 0.1873 0.5263 -0.2633  -0.2543
C -0.8606 1.2871 -0.1232  0.3918
H -3.2012 -2.1100 0.0357  0.3808
H -4.0234 -0.5934 0.4228  0.3834
H 0.9561 -2.3899 -0.8735  0.2478
H 1.4855 -2.3041 0.9782  0.2299
H 3.1404 -0.6978 0.7464  0.1895
H 3.6130 -0.7637 -1.0309  0.1735
H 1.7324 1.1863 0.9137  0.1920
H 2.2798 1.7056 -0.6414  0.2460
H -1.5794 3.2938 0.3377  0.4210
H 0.1923 2.9521 -0.0096  0.3963
N -3.4358 -1.1246 -0.2229  -0.8221
N -1.0745 -1.3982 0.1122  -0.5455
N -0.7099 2.5482 0.1310  -0.7772
N -2.1220 0.7296 -0.1149  -0.5183

***

#B
DFT (ωB97M-V/def2-TZVPD) results for one molecule with the formula C7H10N4.

Computed properties:
Gap between HOMO and LUMO in Eh: 0.308
Multiplicity: 1

Last column: natural (NBO) charge in e.
Element x y z (Å)
C 2.1135 -0.4710 -0.0672  0.5983
C -0.2328 -0.6639 -0.3875  0.0780
C -1.3724 -1.4584 -0.0464  -0.2079
C -2.7509 -0.8755 0.1654  -0.2625
C -2.9179 0.5066 0.0406  -0.1957
C -1.6779 1.3686 0.1239  -0.2747
C -0.3776 0.7503 0.0114  0.1866
H 2.7885 -0.0096 1.7759  0.3924
H 1.2378 -1.1122 1.8215  0.3925
H 3.8682 0.5733 0.1964  0.3720
H 1.4444 -1.7366 -1.8431  0.4527
H -1.4211 -2.5907 -0.0205  0.2191
H -3.6128 -1.5816 0.0529  0.2151
H -3.9208 0.6246 -0.0866  0.2184
H -1.6030 2.5247 -0.0478  0.2106
H 1.4070 1.2314 -1.0203  0.4250
H 0.3106 2.5839 -0.5362  0.3798
N 1.7901 -0.3418 1.3467  -0.8705
N 3.1331 0.2400 -0.3938  -0.8106
N 1.1379 -1.1611 -0.7861  -0.6852
N 0.6562 1.5990 -0.2991  -0.8333

***

Which structure wins on stability? #A wins.

***

#A
DFT (ωB97M-V/def2-TZVPD) results for C4H8NO as an isolated structure.

Computed properties:
Charge: +1
Gap between HOMO and LUMO in Eh: 0.390
Multiplicity: 1

Last column: natural (NBO) charge in e.
Element x y z (Å)
C 0.0410 -1.4825 -1.2440  0.5113
C 1.1298 0.2058 0.8837  -0.4197
C -0.2061 -0.3176 1.3389  -0.4228
C 0.0115 0.0667 -0.0850  -0.0415
N -0.6924 1.1821 -0.7207  -0.6846
O -0.5214 -1.3333 -2.2601  -0.4595
H 0.5864 -2.3048 -0.8051  0.1798
H 1.4272 1.1930 1.2037  0.2406
H 1.9566 -0.4838 0.8074  0.2482
H -0.3003 -1.3666 1.5716  0.2440
H -0.8196 0.3112 1.9676  0.2364
H -0.9961 0.8712 -1.6621  0.4650
H -0.0882 2.0102 -0.8176  0.4520
H -1.5284 1.4482 -0.1784  0.4509

***

#B
DFT (ωB97M-V/def2-TZVPD) results for C4H8NO as an isolated structure.

Computed properties:
Charge: +1
Gap between HOMO and LUMO in Eh: 0.398
Multiplicity: 1

Last column: natural (NBO) charge in e.
Element x y z (Å)
C -1.8097 0.6093 0.0364  -0.4068
C -0.1443 0.9909 -0.2335  -0.1948
C -1.0783 -0.7453 -0.0946  0.2445
C 1.1433 -0.6721 0.3432  0.1094
N 0.0231 -0.2560 0.0472  -0.3270
O 2.3968 -0.4749 -0.1367  -0.6219
H -1.8584 1.0680 1.0723  0.2897
H -2.3883 1.0739 -0.7691  0.2659
H -0.1811 1.0625 -1.3622  0.2393
H 0.4446 1.7659 0.1912  0.2509
H -1.3191 -1.8454 -0.3566  0.2699
H 1.4342 0.1796 1.2618  0.2142
H 2.4400 -1.1047 -0.8485  0.4795
H 0.8972 -1.6518 0.8490  0.1874

***

Which structure wins on stability? #A wins.